Record 1
18
Properties=species:S:1:pos:R:3:forces:R:3 method="wB97M-V/def2-TZVPD" gap_ev=9.0 e_homo_ev=-12.53 total_energy_ha=-360.4447 charge=+1 e_lumo_ev=-3.48
H -0.627 0.349 -1.387 -0.864 -0.909 -2.660
H 2.537 -1.016 0.557 -1.228 0.871 -1.227
C -0.967 0.180 -0.422 1.135 -3.251 1.315
H 0.974 2.696 0.482 0.287 -0.125 0.195
N -0.512 1.380 0.124 0.443 2.228 3.092
H -2.228 -0.845 0.996 0.627 -0.734 -0.224
H -1.157 2.063 0.615 0.912 -1.218 -1.018
H 2.338 -0.756 -1.217 -0.696 0.339 0.863
H -0.272 -3.015 0.178 -3.397 -1.712 0.153
H -2.929 0.498 0.593 0.158 0.389 -1.256
N 0.477 -2.444 0.120 3.415 2.826 -0.425
H -2.959 -0.874 -0.571 -0.069 0.013 -0.684
N 1.785 0.883 0.005 1.462 0.054 -0.532
C -2.336 -0.281 0.067 0.472 0.538 1.601
C 1.827 -0.536 -0.230 2.527 -1.546 0.314
C 0.547 -1.231 -0.110 -3.120 0.622 0.206
H 2.730 1.290 -0.044 -0.950 0.144 0.261
C 0.774 1.658 0.243 -1.114 1.472 0.027

***

Record 2
79
Properties=species:S:1:pos:R:3:forces:R:3 method="wB97M-V/def2-TZVPD" gap_ev="5.0 / 5.0" e_homo_ev="-12.51 / -12.51" total_energy_ha=-2289.9238 charge=+2 e_lumo_ev="-7.49 / -7.51"
C -0.019 -1.252 -2.391 -0.203 -0.521 0.081
H -2.261 -1.463 -7.721 0.409 0.188 0.101
H -1.582 2.288 -1.934 -0.233 0.018 0.034
C -0.606 -1.955 -6.480 0.290 -0.232 0.432
H 1.362 1.801 -5.783 -0.240 -0.171 -0.202
H 0.519 -3.159 2.077 0.305 -1.102 -0.377
H 2.077 -3.375 -2.038 0.302 -0.053 0.088
C 0.187 4.716 3.877 0.041 -0.135 -0.062
C -1.320 -0.991 -7.385 -0.375 0.202 -0.278
C -1.466 -2.032 6.521 0.041 0.159 -0.276
H -1.459 3.863 1.914 -0.078 0.042 0.111
C 0.731 1.102 -6.348 -0.304 0.185 0.428
C -0.730 -3.632 -0.870 -0.529 -0.791 -0.379
H -1.365 -1.775 7.576 -0.056 0.026 -0.090
C 1.482 0.202 -7.288 0.397 -0.179 -0.261
H 0.921 -3.331 6.143 0.030 0.236 0.067
H 0.104 2.294 8.074 -0.002 -0.102 -0.381
H -0.599 -4.103 -1.844 -0.298 -0.426 0.033
O -0.016 0.514 3.117 0.065 -2.299 -3.726
C 0.524 0.174 -2.325 0.260 0.198 0.103
H -0.832 -2.244 2.845 -0.036 -0.178 0.083
H -1.770 -3.307 -0.764 0.139 -0.116 -0.048
H 0.203 5.352 2.981 -0.030 -0.164 0.197
H 2.178 2.106 -0.407 -0.143 0.120 -0.138
C -0.265 -1.565 5.669 -0.047 -0.001 -0.373
P 0.362 -2.248 -0.885 0.154 0.034 -1.505
H 1.873 -1.980 5.493 0.001 -0.003 0.216
H 0.730 2.970 2.780 -0.280 -0.039 0.113
H 0.155 0.789 -3.152 0.168 -0.189 -0.230
P 0.061 1.062 -0.787 -0.088 1.153 -2.921
C 1.839 -1.168 -6.663 0.189 0.282 -0.106
H -0.604 5.097 4.538 0.252 -0.066 -0.146
H 1.006 -2.813 -5.495 -0.090 0.085 -0.189
C -1.704 0.332 -6.681 -0.181 -0.282 -0.114
H -1.556 -3.125 6.450 0.060 0.237 0.045
H 0.066 3.813 6.204 -0.020 -0.264 -0.448
C 0.699 -2.016 -6.181 -0.495 -0.138 0.067
H -1.856 2.335 -0.162 0.042 -0.070 -0.219
C -1.587 1.697 -1.015 -0.717 0.266 0.146
H -0.748 -0.779 -8.293 -0.195 -0.128 0.245
H -2.402 0.097 -5.860 0.090 0.046 -0.184
H 1.622 0.178 -2.361 -0.149 0.037 -0.122
H -0.490 -4.341 -0.069 -0.007 0.144 -0.206
H -2.392 -1.595 6.125 0.131 -0.039 0.245
H 0.869 -1.836 3.257 -0.082 -0.298 -0.011
H -0.921 1.893 -5.371 0.095 -0.077 -0.184
C 0.200 -2.232 2.482 0.040 -0.281 0.822
C 1.148 2.434 -0.593 0.573 0.794 0.198
C 1.037 -2.239 6.156 -0.237 0.010 -0.344
C 0.028 2.749 5.967 -0.056 0.189 0.084
H 1.101 3.019 -1.513 0.209 0.215 0.061
H 2.772 -2.058 -1.036 -0.135 -0.168 -0.127
H -0.027 -0.081 7.755 -0.045 -0.006 -0.713
H 2.446 -1.740 -7.384 -0.174 0.115 0.191
H 1.290 -1.932 7.177 -0.015 -0.020 -0.237
C -0.119 -0.027 5.572 0.012 0.084 -0.896
H 2.504 -0.991 -5.801 -0.070 -0.024 -0.182
H -1.114 -1.251 -2.487 0.175 -0.021 -0.137
C 0.046 1.897 7.058 0.050 0.191 -0.007
H -2.336 0.897 -1.088 0.137 0.170 -0.122
H 2.242 -3.566 -0.262 0.020 0.078 -0.239
H 0.823 3.046 0.258 0.050 -0.031 -0.180
Ce 0.144 -0.570 1.157 -0.330 1.861 7.280
H 0.946 0.053 -8.231 0.183 0.109 0.264
C -0.585 1.144 -6.098 0.460 0.127 0.107
H 1.159 4.814 4.374 -0.233 0.055 -0.019
C -0.068 0.856 4.376 -0.040 1.296 4.907
C -0.035 2.275 4.654 0.062 -0.531 -0.119
H -1.653 2.166 2.401 -0.038 0.072 0.126
H -1.258 -2.690 -5.990 0.262 0.199 -0.177
C 2.024 -2.861 -1.074 0.591 -0.373 -0.087
C -1.436 3.177 2.768 -0.058 -0.026 -0.011
H -2.283 0.953 -7.384 0.170 -0.122 0.188
H 2.435 0.694 -7.554 -0.411 -0.193 0.066
H 0.396 -1.807 -3.238 -0.206 0.273 -0.241
C -0.080 3.254 3.483 0.175 0.100 0.022
H -0.503 -1.965 4.690 0.136 0.062 -0.012
H -2.238 3.458 3.469 0.219 -0.063 -0.314
C -0.027 0.537 6.846 -0.057 0.267 0.186

***

Record 3
18
Properties=species:S:1:pos:R:3:forces:R:3 method="wB97M-V/def2-TZVPD" gap_ev=7.5 e_homo_ev=-3.94 total_energy_ha=-476.0148 charge=-1 e_lumo_ev=3.53
H 2.253 -1.389 0.172 1.434 1.500 3.818
O -1.291 0.355 2.576 -1.612 -0.770 -1.399
H -1.818 0.666 1.773 0.503 -0.720 2.041
H -0.378 2.622 -0.385 0.848 -0.587 1.019
C 0.033 -0.414 -1.099 -0.655 2.232 -0.391
H -0.397 0.733 2.091 -0.912 0.130 0.857
O 2.583 -1.061 1.170 -1.129 -1.792 -3.945
O 0.126 1.683 1.434 0.854 0.651 -0.204
H -1.655 0.684 -0.500 0.187 -0.553 -0.127
N -0.657 0.665 -0.668 -0.569 -0.510 1.155
H 0.089 -2.327 -1.744 -0.131 -0.380 -1.008
H -1.323 -1.269 -2.471 0.329 -0.762 0.368
H -1.258 -1.963 -0.728 -0.310 0.167 -0.958
H 1.917 -0.380 1.296 -0.199 0.468 0.307
H 1.123 1.570 -0.240 0.213 0.320 -0.767
O 1.236 -0.259 -1.180 1.627 -1.834 -0.460
C 0.113 1.679 0.123 -0.136 2.585 -1.961
C -0.697 -1.597 -1.621 -0.340 -0.146 1.653

***

Record 4
61
Properties=species:S:1:pos:R:3:forces:R:3 method="wB97M-V/def2-TZVPD" gap_ev=7.2 e_homo_ev=-15.62 total_energy_ha=-3052.8659 charge=+2 e_lumo_ev=-8.39
H -0.355 4.559 1.002 0.000 0.003 -0.016
C -0.360 3.541 0.615 0.061 -0.022 0.002
Ti 0.299 -0.138 0.035 -0.091 -0.247 -0.837
H 4.020 -1.235 -3.486 -0.020 -0.003 -0.006
H -2.646 -4.417 0.272 -0.008 0.007 -0.008
H 4.753 1.244 -2.705 -0.004 -0.014 0.010
H -1.965 -4.504 2.671 0.000 0.018 -0.006
H -2.503 -3.408 3.938 -0.005 -0.001 -0.005
B -0.619 -1.172 -2.530 0.010 0.083 0.019
Cl 2.818 0.691 3.898 0.002 0.026 -0.001
C -1.923 0.984 -3.084 -0.075 -0.011 -0.052
C 3.636 0.494 0.499 -0.002 -0.008 -0.010
H 1.494 -1.904 -4.308 0.019 -0.005 0.017
H 1.222 -1.002 4.212 0.012 -0.027 -0.011
C 1.820 -1.445 -3.386 0.058 -0.001 -0.079
N -0.878 1.001 -1.134 -0.056 0.079 -0.159
C -1.523 3.391 -0.352 -0.084 -0.041 -0.010
H -3.416 -1.069 2.184 0.006 0.001 0.001
O 1.147 -1.192 1.639 0.022 -0.015 0.202
C 2.936 -0.502 -1.722 -0.103 0.024 0.067
C -1.567 -2.563 0.746 0.050 0.112 -0.023
N -1.122 -2.061 -1.371 0.077 0.058 0.091
N 0.931 -1.103 -2.466 -0.004 -0.048 0.173
C -1.500 2.217 -1.292 0.146 -0.086 0.057
H -2.918 4.295 1.028 -0.007 -0.004 0.001
H 4.459 1.006 0.996 0.005 -0.008 0.002
C -2.454 -3.548 2.860 -0.013 -0.002 0.009
H -1.507 4.252 -1.025 -0.045 0.018 0.007
H 0.611 3.374 0.141 0.001 -0.026 -0.010
H -2.407 -0.882 3.620 -0.010 -0.014 0.001
H 4.860 -0.512 -0.930 0.026 0.013 -0.003
C -2.864 3.407 0.400 0.022 -0.017 0.014
H -0.684 -2.381 2.650 -0.014 -0.002 -0.030
H -2.952 2.530 1.046 0.002 0.009 0.007
H -2.732 3.032 -2.918 0.003 -0.016 -0.006
Cl -0.038 0.954 4.522 -0.068 0.068 0.001
N -0.942 -1.649 -0.070 -0.087 -0.134 -0.007
H 3.617 2.173 -1.720 0.003 -0.004 0.002
N 1.602 -0.536 -1.394 0.001 0.145 -0.090
H -2.041 -3.690 -2.296 -0.002 0.007 0.014
H -0.978 -1.591 -3.584 0.029 0.022 0.057
C 0.965 -0.143 2.284 -0.005 0.258 0.126
N -1.166 0.256 -2.274 0.076 0.027 0.068
O 0.556 0.883 1.569 0.109 -0.028 0.719
H -1.898 -0.186 2.086 0.029 0.001 0.001
C -2.095 -3.552 -0.051 -0.063 -0.062 -0.128
C -2.386 -1.052 2.545 -0.043 -0.004 -0.031
H 3.422 -0.407 1.072 0.004 -0.011 -0.010
C -2.161 2.217 -2.505 -0.020 0.044 -0.095
H 2.791 1.191 0.541 -0.004 0.025 -0.008
H 5.275 1.921 -1.163 -0.007 0.000 -0.004
C -1.796 -3.197 -1.367 -0.083 -0.100 0.037
C 4.440 1.455 -1.684 -0.013 -0.005 0.017
H -3.714 3.418 -0.281 0.017 -0.006 -0.003
C -1.693 -2.385 2.229 0.055 0.006 0.038
H -3.478 -3.596 2.486 0.018 -0.002 0.004
C 3.093 -1.097 -2.955 -0.018 -0.034 -0.115
C 1.202 -0.013 3.764 0.106 -0.054 -0.016
H -0.463 2.880 1.471 0.004 0.016 0.016
C 4.015 0.180 -0.936 -0.014 -0.020 -0.013
H -2.243 0.581 -4.033 -0.005 0.013 0.011